1.
A cluster of 8 separate species, C72H152N8O8 in total in a non-equilibrium geometry. Source: the Open Molecules 2025 dataset; level of theory: ωB97M-V/def2-TZVPD.

ΔE to the lowest compared entry with this formula, charge and spin ... 9.423 eV

Geometry (Å):
C (7.528, 33.372, 6.368)
C (7.826, 33.263, 7.951)
C (6.788, 34.089, 8.760)
C (6.888, 33.849, 10.317)
C (6.710, 32.359, 10.587)
C (7.581, 31.388, 9.865)
N (7.723, 31.824, 8.440)
O (8.625, 30.915, 7.823)
C (8.893, 31.439, 10.665)
C (6.817, 30.050, 9.854)
C (9.286, 33.817, 8.292)
H (6.999, 32.487, 6.013)
H (8.488, 33.395, 5.853)
H (7.122, 34.332, 6.050)
H (6.904, 35.139, 8.491)
H (5.791, 33.704, 8.548)
H (6.002, 34.247, 10.811)
H (7.814, 34.221, 10.755)
H (5.662, 32.260, 10.304)
H (6.704, 32.153, 11.657)
H (8.732, 31.336, 11.738)
H (9.627, 30.709, 10.323)
H (9.357, 32.414, 10.522)
H (7.178, 29.295, 9.154)
H (6.993, 29.515, 10.787)
H (5.745, 30.022, 9.661)
H (9.490, 34.645, 7.614)
H (9.938, 32.966, 8.093)
H (9.383, 34.413, 9.200)
H (8.001, 30.364, 7.345)
C (7.144, 30.994, 14.334)
C (8.288, 31.046, 15.384)
C (9.535, 30.901, 14.465)
C (10.953, 31.233, 14.993)
C (10.736, 32.595, 15.586)
C (9.715, 32.886, 16.714)
N (8.429, 32.384, 16.131)
O (7.330, 32.681, 16.871)
C (10.238, 32.168, 18.020)
C (9.717, 34.403, 16.894)
C (8.123, 29.981, 16.458)
H (6.562, 31.910, 14.230)
H (6.303, 30.379, 14.655)
H (7.439, 30.595, 13.364)
H (9.486, 29.983, 13.879)
H (9.508, 31.568, 13.603)
H (11.665, 31.223, 14.167)
H (11.197, 30.458, 15.720)
H (10.517, 33.356, 14.837)
H (11.758, 32.734, 15.940)
H (10.945, 31.395, 17.721)
H (10.933, 32.693, 18.675)
H (9.480, 31.846, 18.735)
H (10.622, 34.773, 17.376)
H (9.485, 34.841, 15.923)
H (8.945, 34.704, 17.602)
H (8.008, 29.087, 15.846)
H (7.373, 29.988, 17.249)
H (9.068, 29.862, 16.988)
H (7.128, 31.866, 17.336)
C (3.906, 20.425, 11.794)
C (4.697, 19.089, 11.706)
C (3.783, 17.948, 12.273)
C (2.702, 17.465, 11.254)
C (3.312, 17.085, 9.907)
C (4.256, 18.257, 9.342)
N (5.187, 18.669, 10.373)
O (6.024, 19.664, 9.905)
C (5.044, 17.522, 8.272)
C (3.453, 19.392, 8.609)
C (5.922, 19.154, 12.587)
H (4.277, 21.176, 12.491)
H (2.845, 20.229, 11.952)
H (3.995, 20.980, 10.861)
H (4.497, 17.148, 12.471)
H (3.413, 18.324, 13.227)
H (2.160, 18.408, 11.185)
H (2.083, 16.715, 11.747)
H (2.498, 16.753, 9.263)
H (3.938, 16.200, 10.024)
H (4.376, 17.058, 7.546)
H (5.719, 18.228, 7.788)
H (5.656, 16.731, 8.705)
H (2.851, 19.085, 7.754)
H (2.731, 19.910, 9.240)
H (4.148, 20.169, 8.292)
H (6.591, 19.904, 12.164)
H (6.327, 18.144, 12.541)
H (5.801, 19.493, 13.616)
H (6.857, 19.188, 9.942)
C (11.754, 23.074, 6.054)
C (10.548, 23.987, 5.941)
C (9.301, 23.534, 6.831)
C (9.344, 23.715, 8.345)
C (9.706, 25.175, 8.594)
C (10.929, 25.701, 7.859)
N (10.782, 25.390, 6.363)
O (11.932, 25.970, 5.633)
C (10.931, 27.229, 8.080)
C (12.254, 25.062, 8.370)
C (10.021, 23.957, 4.492)
H (11.806, 22.547, 7.006)
H (12.679, 23.599, 5.812)
H (11.611, 22.254, 5.350)
H (8.430, 24.173, 6.682)
H (8.896, 22.560, 6.558)
H (10.102, 22.987, 8.634)
H (8.439, 23.480, 8.905)
H (9.932, 25.224, 9.659)
H (8.788, 25.741, 8.436)
H (10.129, 27.644, 7.470)
H (10.705, 27.464, 9.120)
H (11.940, 27.625, 7.961)
H (13.089, 25.596, 7.917)
H (12.255, 25.458, 9.386)
H (12.204, 23.977, 8.458)
H (10.812, 24.286, 3.818)
H (9.143, 24.598, 4.416)
H (9.705, 22.939, 4.267)
H (11.477, 26.679, 5.172)
C (7.874, 26.497, 12.354)
C (8.382, 25.645, 13.668)
C (7.206, 25.909, 14.667)
C (5.968, 25.139, 14.381)
C (6.224, 23.698, 14.200)
C (7.370, 23.360, 13.280)
N (8.593, 24.171, 13.458)
O (9.680, 23.815, 12.675)
C (7.765, 21.918, 13.697)
C (6.802, 23.230, 11.832)
C (9.687, 26.320, 14.251)
H (8.445, 26.158, 11.490)
H (8.005, 27.577, 12.413)
H (6.823, 26.300, 12.142)
H (7.545, 25.840, 15.701)
H (6.891, 26.943, 14.803)
H (5.335, 25.402, 13.534)
H (5.346, 25.230, 15.272)
H (5.365, 23.138, 13.830)
H (6.281, 23.366, 15.236)
H (8.381, 21.943, 14.596)
H (7.020, 21.158, 13.934)
H (8.375, 21.434, 12.934)
H (7.657, 23.094, 11.169)
H (6.080, 22.445, 11.603)
H (6.335, 24.183, 11.583)
H (9.453, 27.303, 14.659)
H (10.469, 26.412, 13.497)
H (10.051, 25.739, 15.098)
H (9.448, 24.249, 11.851)
C (1.684, 20.956, 20.490)
C (2.494, 20.212, 19.368)
C (1.676, 19.082, 18.764)
C (2.048, 18.799, 17.294)
C (2.041, 20.052, 16.406)
C (3.057, 21.125, 16.893)
N (2.799, 21.280, 18.381)
O (3.614, 22.302, 18.915)
C (4.490, 20.573, 16.539)
C (2.795, 22.460, 16.233)
C (3.789, 19.546, 19.841)
H (2.413, 21.378, 21.183)
H (1.274, 20.130, 21.071)
H (0.930, 21.681, 20.186)
H (1.813, 18.150, 19.313)
H (0.687, 19.506, 18.937)
H (1.313, 18.101, 16.892)
H (2.965, 18.217, 17.202)
H (1.018, 20.427, 16.367)
H (2.392, 19.708, 15.432)
H (5.180, 20.976, 17.281)
H (4.757, 19.517, 16.551)
H (4.732, 20.872, 15.519)
H (1.848, 22.968, 16.414)
H (3.520, 23.081, 16.757)
H (3.090, 22.477, 15.184)
H (3.428, 18.775, 20.523)
H (4.265, 20.237, 20.537)
H (4.487, 19.087, 19.142)
H (3.053, 22.722, 19.570)
C (8.725, 19.671, 16.041)
C (8.536, 18.402, 16.884)
C (9.833, 17.488, 16.724)
C (9.784, 16.246, 17.740)
C (9.693, 16.788, 19.166)
C (8.430, 17.767, 19.414)
N (8.351, 18.768, 18.307)
O (7.426, 19.716, 18.426)
C (7.210, 16.982, 19.606)
C (8.772, 18.572, 20.785)
C (7.335, 17.603, 16.341)
H (9.516, 20.266, 16.496)
H (7.955, 20.442, 16.072)
H (8.861, 19.420, 14.989)
H (10.042, 17.296, 15.672)
H (10.583, 18.102, 17.222)
H (10.716, 15.712, 17.559)
H (9.048, 15.479, 17.500)
H (10.575, 17.378, 19.413)
H (9.725, 15.918, 19.823)
H (6.971, 16.797, 20.653)
H (6.254, 17.368, 19.254)
H (7.456, 16.010, 19.178)
H (7.953, 19.265, 20.981)
H (8.910, 18.091, 21.753)
H (9.659, 19.203, 20.717)
H (7.361, 17.545, 15.253)
H (6.622, 18.426, 16.394)
H (7.002, 16.696, 16.847)
H (7.921, 20.399, 18.884)
C (10.746, 15.769, 9.846)
C (10.100, 17.171, 9.942)
C (9.400, 17.316, 11.417)
C (9.123, 18.708, 11.993)
C (10.385, 19.504, 11.785)
C (10.864, 19.676, 10.305)
N (11.064, 18.277, 9.785)
O (11.705, 18.291, 8.516)
C (10.031, 20.539, 9.483)
C (12.235, 20.341, 10.387)
C (9.040, 17.184, 8.850)
H (11.314, 15.660, 8.922)
H (9.989, 14.986, 9.883)
H (11.445, 15.618, 10.669)
H (8.440, 16.800, 11.380)
H (9.834, 16.696, 12.202)
H (8.766, 18.685, 13.023)
H (8.403, 19.344, 11.479)
H (11.184, 18.998, 12.327)
H (10.240, 20.530, 12.124)
H (9.611, 21.372, 10.046)
H (10.551, 20.963, 8.624)
H (9.166, 20.006, 9.087)
H (12.152, 21.393, 10.660)
H (12.923, 20.084, 11.192)
H (12.744, 20.287, 9.424)
H (8.359, 18.006, 9.068)
H (8.370, 16.326, 8.914)
H (9.426, 17.383, 7.850)
H (12.607, 17.999, 8.664)



2.
A cluster of 6 separate species, C32H74FN5O12PS in total in a non-equilibrium geometry. Source: the Open Molecules 2025 dataset; level of theory: ωB97M-V/def2-TZVPD.

Charge ... +1

Geometry (Å):
C (1.183, 1.845, -1.225)
C (1.798, 2.409, -2.253)
N (1.949, 1.707, -3.521)
C (1.023, 2.191, -4.538)
C (-0.387, 1.949, -4.034)
O (-0.817, 0.883, -3.792)
F (-1.071, 3.061, -3.874)
C (2.808, 0.734, -3.736)
N (2.871, 0.034, -4.911)
C (1.724, -0.820, -5.290)
N (2.069, -2.218, -5.158)
C (3.739, 0.526, -6.004)
C (3.787, 2.032, -6.285)
O (4.938, 2.253, -7.073)
C (5.947, 3.047, -6.467)
C (5.633, 4.535, -6.522)
N (3.669, 0.460, -2.665)
C (4.008, -0.973, -2.501)
C (2.934, -1.708, -1.762)
N (2.531, -2.848, -2.129)
P (5.097, 1.461, -2.635)
S (5.537, 2.147, -0.897)
H (0.828, 2.435, -0.393)
H (1.018, 0.776, -1.169)
H (2.267, 3.382, -2.222)
H (1.173, 3.265, -4.652)
H (1.181, 1.735, -5.507)
H (1.436, -0.602, -6.319)
H (0.860, -0.584, -4.673)
H (1.399, -2.711, -4.586)
H (2.109, -2.676, -6.057)
H (3.407, 0.026, -6.909)
H (4.767, 0.193, -5.846)
H (3.841, 2.643, -5.384)
H (2.940, 2.327, -6.906)
H (6.154, 2.719, -5.442)
H (6.858, 2.859, -7.030)
H (6.172, 5.059, -5.733)
H (5.903, 4.964, -7.481)
H (4.572, 4.709, -6.340)
H (4.310, -1.489, -3.411)
H (4.873, -0.999, -1.829)
H (2.576, -1.216, -0.852)
H (1.844, -3.193, -1.458)
H (6.096, 0.674, -3.228)
H (4.742, 2.490, -3.512)
C (-5.939, -0.623, -1.180)
O (-6.349, 0.673, -1.579)
C (-6.298, 1.630, -0.534)
C (-5.073, 2.507, -0.637)
O (-3.873, 1.769, -0.440)
C (-3.203, 1.449, -1.643)
H (-5.801, -1.215, -2.084)
H (-4.998, -0.596, -0.625)
H (-6.708, -1.099, -0.563)
H (-6.329, 1.136, 0.443)
H (-7.188, 2.260, -0.623)
H (-5.118, 3.269, 0.147)
H (-5.052, 3.018, -1.604)
H (-2.719, 2.342, -2.050)
H (-3.881, 1.033, -2.392)
H (-2.442, 0.705, -1.410)
C (1.608, -5.422, 2.215)
O (2.417, -4.820, 3.206)
C (3.560, -4.161, 2.690)
C (3.365, -2.664, 2.627)
O (2.352, -2.294, 1.695)
C (1.109, -1.985, 2.306)
H (0.665, -5.698, 2.684)
H (1.404, -4.735, 1.388)
H (2.083, -6.327, 1.823)
H (3.818, -4.552, 1.700)
H (4.395, -4.374, 3.363)
H (4.300, -2.204, 2.293)
H (3.129, -2.270, 3.620)
H (1.155, -1.011, 2.804)
H (0.819, -2.746, 3.032)
H (0.355, -1.943, 1.521)
C (-4.036, 1.682, 2.775)
O (-3.146, 1.906, 3.858)
C (-2.782, 3.267, 4.010)
C (-3.572, 3.948, 5.106)
O (-4.948, 4.036, 4.781)
C (-5.748, 3.054, 5.419)
H (-4.429, 0.671, 2.880)
H (-4.871, 2.387, 2.792)
H (-3.513, 1.758, 1.821)
H (-2.912, 3.808, 3.067)
H (-1.719, 3.293, 4.273)
H (-3.199, 4.970, 5.227)
H (-3.431, 3.422, 6.055)
H (-5.876, 3.294, 6.479)
H (-5.315, 2.055, 5.325)
H (-6.726, 3.061, 4.943)
C (9.181, -5.034, -0.643)
O (8.327, -4.247, -1.458)
C (6.950, -4.444, -1.196)
C (6.377, -3.331, -0.349)
O (6.926, -3.317, 0.955)
C (7.933, -2.334, 1.140)
H (10.192, -4.650, -0.763)
H (8.901, -4.974, 0.411)
H (9.162, -6.081, -0.963)
H (6.778, -5.411, -0.713)
H (6.434, -4.452, -2.163)
H (5.297, -3.491, -0.241)
H (6.528, -2.360, -0.837)
H (7.489, -1.334, 1.201)
H (8.668, -2.356, 0.332)
H (8.434, -2.553, 2.080)
C (-9.176, 0.850, 4.864)
O (-8.939, 1.365, 6.160)
C (-10.124, 1.535, 6.924)
C (-10.320, 0.413, 7.918)
O (-10.549, -0.829, 7.274)
C (-9.406, -1.663, 7.231)
H (-8.215, 0.545, 4.451)
H (-9.841, -0.016, 4.888)
H (-9.610, 1.620, 4.215)
H (-10.995, 1.615, 6.267)
H (-10.025, 2.477, 7.472)
H (-11.204, 0.633, 8.525)
H (-9.458, 0.347, 8.588)
H (-9.202, -2.091, 8.218)
H (-8.523, -1.121, 6.884)
H (-9.619, -2.474, 6.536)



Number 1: HOMO -7.74 eV. Number 2: HOMO -10.26 eV.